[1]
Formula: C2H5N4O2S2
Source: OMol25
Level of theory: ωB97M-V/def2-TZVPD

## Properties
Charge ... -1
E_HOMO ... -3.35 eV

Positions of all 15 atoms, in Å:
C 0.571 1.259 -0.079
C -0.166 0.134 0.432
N 1.791 1.174 -0.334
N 2.144 -0.785 -0.196
N 2.655 -0.596 1.041
N -2.099 -0.322 -1.439
O -2.534 1.262 0.426
O -2.535 -1.153 0.909
S 0.514 -1.410 -0.141
S -1.951 -0.041 0.191
H -0.023 2.149 0.236
H 2.032 -0.312 1.715
H 3.387 0.071 0.968
H -1.223 -0.183 -1.975
H -2.564 -1.248 -1.754


[2]
Formula: C5H4
Source: OMol25
Level of theory: ωB97M-V/def2-TZVPD

## Properties
E_HOMO ... -8.82 eV

Positions of all 9 atoms, in Å:
C 2.159 -0.623 0.444
C 1.180 -0.112 -0.084
C -0.011 0.654 -0.230
C -1.317 0.021 0.005
C -2.409 -0.457 0.212
H 2.996 -1.238 0.224
H 0.858 1.093 0.584
H -0.064 1.526 -0.873
H -3.372 -0.871 0.452


Listing energy relative to the best compared isomer or geometry (same formula, charge and spin) for the structures above in their given order: 193.7 270.2 kJ/mol.
Listing LUMO energy for the structures above in their given order: 0.1260 0.0300 Ha.